(1)
Below is C18H15ClFe as an isolated structure at a distorted geometry, with properties calculated with ωB97M-V with the def2-TZVPD basis set.

Last column: Löwdin spin population.
Element x y z (Å)
1 C -1.190 0.596 -2.107  0.08
2 C -1.481 -0.794 -2.050  0.06
3 C -0.184 -1.487 -1.983  0.18
4 H -2.440 -1.312 -2.240  0.00
5 C 0.834 -0.464 -2.130  0.03
6 C 0.210 0.772 -2.174  0.11
7 H 0.708 1.760 -2.291  0.00
8 H -1.935 1.391 -2.156  0.00
9 H -0.074 -2.555 -2.138  0.01
10 H 1.934 -0.653 -2.197  0.00
11 Fe -0.710 -1.910 0.320  3.95
12 Cl -2.801 -1.226 0.935  0.20
13 C -1.572 -3.861 1.100  0.00
14 C -0.280 -4.244 0.606  0.01
15 C -0.430 -4.582 -0.764  0.12
16 H 0.572 -4.515 1.240  0.00
17 C -1.788 -4.407 -1.129  0.04
18 C -2.494 -3.971 0.008  0.10
19 H -3.594 -3.919 0.074  0.01
20 H -1.851 -3.776 2.150  0.00
21 H 0.296 -5.147 -1.369  0.01
22 H -2.263 -4.776 -2.057  0.00
23 C 0.228 0.213 0.842  0.07
24 C 0.689 1.368 1.056  0.02
25 C 1.235 2.722 1.342  0.00
26 C 2.440 2.996 2.043  0.00
27 C 2.902 4.301 2.293  0.00
28 C 2.190 5.418 1.864  0.00
29 C 0.993 5.196 1.189  0.00
30 C 0.526 3.897 0.939  0.00
31 H 3.022 2.172 2.474  0.00
32 H 3.805 4.499 2.878  0.00
33 H 2.541 6.434 2.056  0.00
34 H 0.431 6.069 0.901  0.00
35 H -0.469 3.796 0.476  0.00

Forces on the atoms, in the same order (eV/Å):
-1.5373 -1.8489 -0.2154
0.5146 1.0960 -0.3773
-0.3671 0.6824 0.0474
0.6881 0.5820 0.5818
0.7595 -0.3589 0.0585
1.0965 0.1928 -0.3520
-0.3593 -0.9590 0.2565
0.2436 -0.2711 0.0689
0.1376 0.2858 -0.2617
-1.2041 0.2095 0.2546
-0.1903 1.7976 -0.4719
-0.3026 0.8113 0.2122
0.0338 -0.6915 -0.2509
0.0020 0.0687 0.3501
-0.1511 -0.7202 -0.4054
-0.2952 0.3668 -0.3753
-0.1007 -0.6886 0.2541
-0.0213 -0.8121 0.0759
0.8854 0.4313 -0.0085
0.1583 0.2703 -0.3998
-0.1882 0.7947 0.2734
0.4818 0.6497 0.5277
1.0708 1.5954 0.6152
-0.3131 -1.5661 0.1903
-0.4779 0.3562 -0.2663
0.1231 -0.3198 0.2631
-0.1816 0.0318 0.0686
-0.1099 -0.4741 -0.1788
0.2323 -0.5799 0.1740
-0.3709 -0.1283 0.0501
-0.3057 0.2148 -0.3844
-0.1861 -0.4894 -0.2341
-0.0715 -0.3488 -0.0111
-0.3714 -0.0433 -0.2465
0.6779 -0.1371 0.1167

Values from the calculation:
Relative energy (zero: lowest compared OMol25 entry of this formula, charge and spin)   0.0 kJ/mol
Spin multiplicity   6
Frontier orbital gap (spin up / spin down)   7.47 / 5.66 eV
Charge   -1

(2)
Below is C18H15FN3O4STi as an isolated structure at a distorted geometry, with properties calculated with ωB97M-V with the def2-TZVPD basis set.

Last column: natural (NBO) charge in e.
Element x y z (Å)
1 Ti 0.121 0.873 0.089  1.44
2 O -1.920 -0.584 3.313  -0.64
3 C -1.168 -0.016 2.541  0.76
4 O -1.177 -0.136 1.243  -0.76
5 C -0.087 0.923 2.978  0.07
6 C 0.168 1.347 4.269  -0.19
7 C 1.186 2.260 4.505  -0.21
8 C 1.922 2.734 3.417  -0.19
9 C 1.624 2.278 2.154  0.07
10 N 0.642 1.383 1.941  -0.47
11 C 2.251 2.734 0.862  0.76
12 O 3.178 3.523 0.822  -0.64
13 O 1.662 2.188 -0.160  -0.77
14 H -0.450 0.951 5.064  0.23
15 H 1.400 2.609 5.506  0.21
16 H 2.715 3.461 3.536  0.23
17 F -1.512 -5.565 -1.361  -0.35
18 C -0.784 -4.427 -1.156  0.34
19 C -0.500 -4.034 0.137  -0.27
20 C 0.235 -2.877 0.337  -0.19
21 C 0.702 -2.099 -0.731  -0.01
22 C 1.409 -0.823 -0.507  -0.91
23 C 0.390 -2.549 -2.021  -0.23
24 C -0.350 -3.704 -2.245  -0.29
25 H -0.867 -4.617 0.971  0.22
26 H 0.426 -2.553 1.353  0.21
27 H 1.944 -0.511 -1.413  0.21
28 H 2.153 -0.917 0.293  0.21
29 H 0.755 -1.984 -2.871  0.20
30 H -0.578 -4.047 -3.246  0.21
31 C -2.608 0.083 -1.650  -0.40
32 N -1.322 0.691 -1.980  -0.44
33 C -0.699 0.479 -3.225  -0.10
34 C 0.076 1.534 -3.501  -0.05
35 N -0.105 2.499 -2.516  -0.58
36 C -0.943 1.972 -1.523  0.00
37 S -1.644 2.793 -0.211  -0.20
38 H -2.671 -0.864 -2.182  0.21
39 H -3.427 0.742 -1.951  0.20
40 H -2.670 -0.106 -0.580  0.25
41 H -0.861 -0.435 -3.767  0.22
42 H 0.739 1.692 -4.333  0.22
43 H 0.644 3.100 -2.201  0.43

Forces on the atoms, in the same order (eV/Å):
-0.7842 0.3694 -1.5838
0.1645 0.1593 0.2311
-0.3144 -0.3679 -0.5910
-0.0129 -0.0409 0.1688
0.3732 0.3493 0.1330
-0.2448 -0.2605 0.0808
0.1382 0.0672 -0.3218
0.0407 0.0467 0.2294
-0.0885 -0.1120 -0.0371
0.1091 0.2664 1.1792
0.0301 -0.0769 -0.3797
-0.0451 0.0112 0.2068
0.0602 -0.0020 -0.0467
0.0053 0.0069 -0.0026
-0.0147 -0.0073 0.0241
0.0087 -0.0014 -0.0489
0.0072 0.0120 0.0042
-0.0156 -0.0298 -0.0163
0.0043 0.0054 -0.0512
-0.0563 -0.0765 -0.0172
-0.1433 0.1452 -0.0061
0.2597 -0.0265 0.0712
0.0470 -0.0345 0.0004
-0.0131 -0.0263 0.0724
-0.0073 -0.0170 0.0017
0.0214 0.0415 -0.0090
-0.0375 0.0485 0.0268
-0.0171 0.0117 -0.0045
0.0061 0.0056 0.0131
-0.0069 -0.0086 -0.0081
0.0170 0.0677 -0.0478
-0.0405 -0.3363 0.1637
0.0722 0.0531 -0.0498
-0.0296 -0.0956 0.0346
-0.0415 0.1553 -0.1740
0.6222 -0.2400 0.6760
-0.0334 -0.0097 0.1448
0.0046 -0.0233 0.0303
-0.0160 -0.0305 -0.0126
-0.0366 0.0251 -0.0232
0.0042 0.0148 -0.0366
0.0130 -0.0025 -0.0091
-0.0096 -0.0361 -0.0151

Values from the calculation:
Relative energy (zero: lowest compared OMol25 entry of this formula, charge and spin)   48.1 kJ/mol
Spin multiplicity   1
Frontier orbital gap (spin up / spin down)   5.62 / 5.74 eV
Charge   -1

(3)
Below is C18H15FeN2O2Se5Te as an isolated structure, with properties calculated with ωB97M-V with the def2-TZVPD basis set.

Last column: Löwdin spin population.
Element x y z (Å)
1 Fe -0.384 -0.461 0.232  3.69
2 C 3.787 -1.108 -0.902  0.00
3 C 2.465 -0.392 -0.780  0.00
4 O 1.672 -0.839 0.061  0.05
5 C 2.187 0.761 -1.616  0.01
6 C 3.145 1.163 -2.573  0.00
7 C 2.959 2.249 -3.386  0.01
8 C 1.776 2.995 -3.250  0.00
9 C 0.823 2.641 -2.335  0.01
10 C 0.979 1.509 -1.492  0.01
11 O 0.013 1.226 -0.677  0.08
12 H 3.812 -1.909 -0.168  0.00
13 H 4.623 -0.429 -0.735  0.00
14 H 3.891 -1.535 -1.901  0.00
15 H 4.058 0.591 -2.675  0.00
16 H 3.708 2.528 -4.113  0.00
17 H 1.609 3.857 -3.885  0.00
18 H -0.102 3.193 -2.239  0.00
19 Se -1.279 0.381 4.038  0.00
20 Se -0.679 1.799 2.334  0.01
21 C -2.292 1.589 1.295  0.00
22 C -3.273 2.560 1.303  0.00
23 C -4.406 2.346 0.525  0.00
24 C -4.502 1.184 -0.216  0.00
25 C -3.458 0.271 -0.170  0.01
26 N -2.374 0.470 0.576  0.03
27 C -0.482 -1.290 3.496  0.00
28 C -0.309 -2.199 4.536  0.00
29 C 0.238 -3.433 4.253  0.00
30 C 0.616 -3.712 2.948  0.00
31 C 0.411 -2.750 1.983  0.00
32 N -0.147 -1.552 2.240  0.03
33 H -3.154 3.451 1.902  0.00
34 H -5.197 3.083 0.501  0.00
35 H -5.361 0.984 -0.841  0.00
36 H -3.464 -0.633 -0.766  0.00
37 H -0.588 -1.928 5.545  0.00
38 H 0.381 -4.161 5.042  0.00
39 H 1.058 -4.659 2.675  0.00
40 H 0.682 -2.929 0.952  0.00
41 Se -1.288 -2.376 -1.156  0.06
42 Se 0.355 -2.448 -2.778  0.08
43 Te -0.238 -0.482 -4.305  0.42
44 Se -2.271 0.392 -3.477  0.46

Forces on the atoms, in the same order (eV/Å):
-0.0922 -0.0607 0.0994
0.0094 0.0121 -0.0103
0.0006 -0.0438 -0.0018
0.0488 0.0309 -0.0409
-0.0212 0.0230 0.0294
0.0110 -0.0025 -0.0152
-0.0205 0.0064 0.0042
0.0183 0.0061 -0.0093
-0.0153 -0.0078 0.0303
0.0029 0.0130 -0.0661
0.0963 0.0561 0.0103
-0.0019 0.0008 0.0031
0.0031 -0.0050 -0.0033
-0.0007 -0.0055 0.0017
-0.0046 -0.0070 0.0068
-0.0009 0.0019 -0.0026
0.0002 0.0009 -0.0003
-0.0023 0.0029 -0.0035
-0.0169 -0.0766 0.0730
-0.0093 0.0610 -0.0501
0.0198 -0.0417 -0.0382
-0.0354 0.0183 -0.0104
0.0333 0.0223 0.0294
0.0100 -0.0364 -0.0070
-0.0566 -0.0029 0.0005
0.0086 0.0865 0.0369
-0.0297 0.0914 0.0276
0.0145 -0.0069 -0.0209
0.0053 -0.0050 -0.0085
0.0023 -0.0209 0.0286
-0.0104 0.0425 0.0248
0.0098 -0.1134 -0.0813
-0.0083 0.0052 -0.0043
0.0011 0.0036 0.0013
-0.0007 -0.0011 -0.0002
0.0018 0.0017 0.0170
-0.0039 0.0106 -0.0032
0.0017 -0.0026 -0.0025
-0.0009 0.0003 -0.0016
-0.0071 0.0003 -0.0068
0.0459 -0.0971 -0.0096
-0.0279 -0.0473 0.0864
-0.0299 0.1036 -0.0903
0.0516 -0.0170 -0.0225

Values from the calculation:
Relative energy (zero: lowest compared OMol25 entry of this formula, charge and spin)   0.0 kJ/mol
Spin multiplicity   6
Frontier orbital gap (spin up / spin down)   6.43 / 6.18 eV

(4)
Below is C18H15GaN2O6S4 as an isolated structure, with properties calculated with ωB97M-V with the def2-TZVPD basis set.

Last column: natural (NBO) charge in e.
Element x y z (Å)
1 Ga 0.503 -0.191 0.376  1.64
2 O -0.136 -1.474 -0.926  -1.06
3 S -1.489 -1.932 -0.402  2.40
4 O -1.822 -3.240 -0.863  -0.92
5 O -1.455 -1.668 1.023  -0.94
6 C -2.667 -0.802 -1.152  -0.24
7 C -3.733 -1.417 -1.785  -0.20
8 C -4.736 -0.675 -2.396  -0.19
9 C -4.668 0.704 -2.385  -0.19
10 C -3.598 1.332 -1.759  -0.17
11 C -2.600 0.601 -1.140  -0.36
12 S -1.328 1.585 -0.348  2.41
13 O -0.015 1.247 -0.993  -1.02
14 O -1.709 2.952 -0.472  -0.91
15 O -1.173 1.027 1.010  -0.97
16 H -3.769 -2.497 -1.802  0.25
17 H -5.558 -1.188 -2.878  0.22
18 H -5.435 1.303 -2.857  0.22
19 H -3.535 2.410 -1.743  0.25
20 N 6.966 0.704 -2.270  -0.75
21 C 5.960 0.089 -2.914  0.08
22 S 6.071 -0.513 -4.429  -0.09
23 C 4.690 0.003 -2.139  -0.04
24 C 3.937 -1.165 -2.153  -0.21
25 C 2.763 -1.211 -1.428  0.09
26 N 2.320 -0.165 -0.727  -0.55
27 C 3.031 0.963 -0.717  0.09
28 C 4.222 1.087 -1.403  -0.24
29 H 7.862 0.774 -2.724  0.42
30 H 6.900 0.927 -1.291  0.40
31 H 4.262 -2.019 -2.728  0.25
32 H 2.140 -2.096 -1.409  0.24
33 H 2.622 1.784 -0.144  0.23
34 H 4.753 2.029 -1.381  0.23
35 S 1.560 -0.301 2.305  -0.28
36 C 0.226 -0.168 3.485  -0.16
37 C -0.020 1.058 4.091  -0.21
38 C -1.021 1.170 5.043  -0.23
39 C -1.779 0.061 5.389  -0.16
40 C -1.533 -1.161 4.780  -0.21
41 C -0.530 -1.280 3.829  -0.21
42 H 0.566 1.921 3.806  0.22
43 H -1.212 2.128 5.509  0.21
44 H -2.563 0.149 6.129  0.20
45 H -2.126 -2.029 5.038  0.21
46 H -0.346 -2.226 3.341  0.23

Forces on the atoms, in the same order (eV/Å):
0.1703 0.2121 -0.2835
-0.0044 0.1147 0.2161
-0.1631 -0.0551 0.0916
0.0327 -0.0060 0.0216
-0.1604 -0.1953 -0.0740
0.0963 -0.0674 -0.0228
-0.0995 -0.0923 -0.0653
0.0739 0.0733 0.0415
0.0507 -0.0779 0.0274
-0.0682 0.1177 -0.0562
0.0855 0.0937 -0.0083
-0.1101 0.0404 -0.0446
-0.0081 -0.0823 0.0414
-0.0172 0.0288 0.0686
0.0377 -0.0821 -0.0273
0.0212 0.0010 0.0239
-0.0119 0.0122 -0.0086
-0.0128 -0.0102 -0.0068
0.0183 -0.0059 0.0229
-0.0429 0.0259 0.0240
0.1209 -0.0619 0.0428
0.0365 -0.0059 -0.1146
-0.1068 0.0174 0.0648
-0.0097 0.0370 0.0265
0.0019 -0.0544 -0.0404
-0.0015 0.0388 0.0941
0.0237 0.0195 0.0016
0.0042 -0.0499 0.0183
-0.0295 -0.0027 -0.0142
0.0099 0.0071 -0.0085
0.0085 0.0100 -0.0066
0.0140 0.0115 -0.0114
0.0022 0.0112 -0.0086
0.0096 0.0001 -0.0195
-0.0237 -0.0824 -0.0384
0.0275 0.0707 -0.0179
-0.0014 0.0278 0.0039
-0.0003 -0.0041 0.0026
0.0002 -0.0047 -0.0014
-0.0066 0.0087 -0.0039
0.0399 -0.0484 0.0220
-0.0006 -0.0058 0.0038
-0.0048 -0.0002 0.0027
-0.0039 0.0000 0.0000
-0.0031 0.0020 0.0058
0.0049 0.0135 0.0147

Values from the calculation:
Relative energy (zero: lowest compared OMol25 entry of this formula, charge and spin)   16.7 kJ/mol
Spin multiplicity   1
Frontier orbital gap   7.78 eV

(5)
Below is a single C18H15N3O3S molecule at a distorted geometry, with properties calculated with ωB97M-V with the def2-TZVPD basis set.

Last column: natural (NBO) charge in e.
Element x y z (Å)
1 O 3.613 4.794 1.150  -0.52
2 C 2.637 4.080 1.160  0.55
3 C 2.408 3.062 2.207  -0.10
4 C 3.529 2.574 2.883  -0.18
5 C 3.391 1.619 3.870  -0.22
6 C 2.131 1.151 4.207  -0.19
7 C 1.012 1.645 3.555  -0.21
8 C 1.143 2.594 2.558  -0.22
9 H 0.256 2.979 2.077  0.24
10 H 0.028 1.292 3.828  0.21
11 H 2.020 0.406 4.981  0.21
12 H 4.264 1.242 4.381  0.22
13 H 4.501 2.955 2.608  0.23
14 C 1.606 4.187 0.047  -0.63
15 H 1.919 4.961 -0.653  0.25
16 H 0.605 4.391 0.424  0.28
17 S 1.500 2.619 -0.893  0.31
18 C -0.158 2.235 -0.629  0.30
19 N -1.014 2.848 0.133  -0.36
20 N -2.176 2.174 0.021  -0.28
21 C -1.983 1.197 -0.799  0.44
22 O -0.701 1.171 -1.253  -0.41
23 C -2.978 0.193 -1.253  -0.29
24 N -2.445 -1.146 -1.254  -0.61
25 C -2.259 -1.824 -2.422  0.65
26 O -2.571 -1.351 -3.495  -0.61
27 C -1.658 -3.178 -2.274  -0.07
28 C -0.870 -3.656 -3.318  -0.19
29 C -0.297 -4.911 -3.243  -0.21
30 C -0.519 -5.708 -2.131  -0.20
31 C -1.321 -5.248 -1.099  -0.20
32 C -1.888 -3.988 -1.165  -0.23
33 H -2.535 -3.654 -0.366  0.21
34 H -1.508 -5.875 -0.240  0.22
35 H -0.076 -6.691 -2.072  0.22
36 H 0.319 -5.272 -4.053  0.22
37 H -0.720 -3.025 -4.181  0.24
38 H -2.083 -1.518 -0.392  0.40
39 H -3.260 0.399 -2.294  0.27
40 H -3.861 0.278 -0.612  0.23

Forces on the atoms, in the same order (eV/Å):
-0.0035 -0.0298 -0.0538
-0.2072 0.1280 -0.2528
0.2038 -0.3263 0.5944
-0.1002 0.0956 -0.1627
0.0369 -0.0262 0.0383
-0.0435 0.0022 -0.0051
-0.0549 -0.0706 0.0908
0.1739 0.1754 -0.1030
-0.0522 0.0035 -0.0706
-0.0810 -0.0192 0.0280
-0.0105 -0.0619 0.0593
0.0733 -0.0328 0.0358
0.0754 0.0325 -0.0077
0.0615 -0.1059 -0.3473
-0.0602 -0.0374 0.1406
0.0047 0.0785 0.0372
0.4230 0.0889 -0.1722
-0.5255 0.4370 0.5097
1.3924 0.4327 -0.2725
-1.2650 -1.0005 -0.2833
-0.2528 0.3933 0.4831
0.1087 -0.0015 -0.0932
-0.0676 -0.0509 -0.3889
-0.0460 0.0796 0.3593
-0.0808 0.0438 0.1819
0.0802 -0.0040 -0.2728
0.1113 -0.3282 -0.1357
-0.0830 0.1325 0.0459
0.0202 0.0007 -0.0242
-0.0178 -0.0389 0.0397
0.0368 -0.0935 0.0783
0.0146 0.1416 -0.0822
-0.0521 0.0281 0.0588
-0.0222 -0.0464 0.0542
0.0326 -0.0774 0.0047
0.0549 -0.0190 -0.0629
-0.0043 0.0483 -0.0756
0.0230 -0.0513 -0.1264
-0.0398 -0.0058 0.2659
0.1427 0.0848 -0.1131

Values from the calculation:
Relative energy (zero: lowest compared OMol25 entry of this formula, charge and spin)   200.5 kJ/mol
Spin multiplicity   1
Frontier orbital gap   9.19 eV